Entry 1:
C5H6O3 as an isolated structure. Source: the Open Molecules 2025 dataset; level of theory: wB97M-V/def2-TZVPD.

Its net charge is 0.

Each line ends with the natural charge from an NBO analysis.
CARTESIAN COORDINATES (ANGSTROEM)
C 0.042 0.130 -0.619  0.63
C -0.778 1.302 -1.029  -0.71
C 0.496 0.138 0.879  0.45
O -0.126 -1.030 -1.247  -0.61
O 1.808 0.171 -0.328  -0.85
C 0.124 -1.138 1.493  -0.09
C -0.374 -2.112 1.995  -0.18
O 0.419 1.210 1.505  -0.65
H -0.319 -0.895 -2.190  0.49
H 2.499 0.303 0.332  0.52
H -0.252 2.214 -0.744  0.28
H -0.972 1.315 -2.101  0.21
H -1.697 1.293 -0.441  0.27
H -0.870 -2.900 2.496  0.23



Entry 2:
C5H6O3 as an isolated structure. Source: the Open Molecules 2025 dataset; level of theory: wB97M-V/def2-TZVPD.

Its net charge is 0.

Each line ends with the natural charge from an NBO analysis.
CARTESIAN COORDINATES (ANGSTROEM)
C -0.904 -0.428 -1.537  0.40
C -0.093 -0.388 -0.291  0.01
C -0.005 1.012 0.099  -0.43
C 1.474 0.670 0.453  -0.07
C -0.645 -1.215 0.863  0.42
H -0.559 -0.582 -2.517  0.17
H -0.498 1.280 1.074  0.23
H -0.066 1.624 -0.744  0.22
H 2.303 1.551 0.254  0.20
H 1.440 0.419 1.626  0.20
H -1.702 -1.333 0.919  0.16
O -2.167 -0.551 -1.510  -0.52
O 1.422 -0.465 -0.519  -0.50
O -0.001 -1.596 1.831  -0.49



Entry 3:
C5H6O3 in the gas phase. Source: the Open Molecules 2025 dataset; level of theory: wB97M-V/def2-TZVPD.

Its net charge is 0.

Each line ends with the natural charge from an NBO analysis.
CARTESIAN COORDINATES (ANGSTROEM)
O 1.182 0.072 3.200  -0.47
C 0.534 0.607 2.388  0.42
C -0.101 -0.023 1.055  0.30
O -0.353 1.075 0.241  -0.55
C -0.825 0.998 -1.079  0.12
C -0.245 -0.006 -1.929  -0.32
C 0.431 -1.102 -1.115  -0.12
O 0.712 -1.071 0.429  -0.52
H 0.403 1.579 2.594  0.12
H -1.240 -0.424 1.300  0.15
H -1.589 1.836 -1.318  0.22
H 0.087 -0.056 -3.008  0.26
H -0.268 -1.901 -1.306  0.19
H 1.272 -1.585 -1.453  0.20



Entry 4:
C5H6O3 as an isolated structure. Source: the Open Molecules 2025 dataset; level of theory: wB97M-V/def2-TZVPD.

Its net charge is 0.

Each line ends with the natural charge from an NBO analysis.
CARTESIAN COORDINATES (ANGSTROEM)
C -0.764 -0.586 -0.270  0.09
C -0.060 0.085 0.965  0.04
C -0.301 0.682 -0.939  0.00
C 1.233 0.344 -0.706  0.08
C 1.248 -0.040 0.679  -0.02
H -2.559 -0.133 0.562  0.48
H -0.552 -1.511 -0.802  0.22
H -0.074 0.143 2.217  0.22
H -0.693 0.929 -1.949  0.23
H 1.888 0.797 -1.151  0.17
H 1.884 0.420 1.421  0.18
O -2.164 -0.795 -0.010  -0.72
O -0.555 1.380 0.316  -0.51
O 1.716 -1.029 -0.139  -0.45



Entry 5:
C5H6O3 in the gas phase. Source: the Open Molecules 2025 dataset; level of theory: wB97M-V/def2-TZVPD.

Its net charge is 0.

Each line ends with the natural charge from an NBO analysis.
CARTESIAN COORDINATES (ANGSTROEM)
C 0.220 0.444 -2.122  0.22
O -0.491 -0.816 -1.730  -0.49
C -0.287 -0.713 -0.284  0.16
C 0.437 0.387 0.051  0.18
C 0.580 0.770 1.506  -0.11
O -0.577 0.130 1.936  -0.50
C -0.688 -1.097 1.108  -0.13
O 0.729 1.307 -1.102  -0.50
H 0.949 0.089 -2.776  0.16
H -0.752 0.769 -2.666  0.17
H 1.622 0.324 1.907  0.18
H 0.200 1.680 1.786  0.23
H -1.805 -1.155 0.876  0.22
H -0.138 -2.119 1.509  0.21



Entry 6:
C5H6OS in the gas phase. Source: the Open Molecules 2025 dataset; level of theory: wB97M-V/def2-TZVPD.

Its net charge is 0.

Each line ends with the natural charge from an NBO analysis.
CARTESIAN COORDINATES (ANGSTROEM)
C 1.370 -2.363 0.990  -0.37
C 1.161 -1.089 0.679  -0.21
C -0.073 -0.591 0.063  -0.25
C -0.261 0.693 -0.231  0.11
O -1.468 1.064 -0.802  -0.47
C -1.705 2.339 -1.123  0.06
S -0.758 3.643 -0.938  -0.08
H 0.628 -3.139 0.795  0.19
H 2.284 -2.726 1.436  0.20
H 1.928 -0.336 0.869  0.21
H -0.873 -1.313 -0.115  0.22
H 0.450 1.467 -0.066  0.21
H -2.682 2.351 -1.556  0.19



Entry 7:
C5H6OS in the gas phase. Source: the Open Molecules 2025 dataset; level of theory: wB97M-V/def2-TZVPD.

Its net charge is 0.

Each line ends with the natural charge from an NBO analysis.
CARTESIAN COORDINATES (ANGSTROEM)
C -2.235 1.385 -0.328  -0.22
C -1.263 0.674 -0.200  -0.05
C -0.110 -0.294 -0.055  0.22
O -0.522 -1.645 -0.014  -0.71
C 1.084 -0.313 -1.118  -0.50
S 2.439 0.240 -0.005  0.16
C 1.047 0.155 1.183  -0.52
H -3.060 1.962 -0.009  0.24
H -1.366 -1.843 0.425  0.49
H 1.038 -1.298 -1.584  0.24
H 0.832 0.460 -1.788  0.21
H 1.018 1.204 1.618  0.23
H 1.099 -0.687 1.874  0.22



Entry 8:
C5H6OS as an isolated structure. Source: the Open Molecules 2025 dataset; level of theory: wB97M-V/def2-TZVPD.

Its net charge is 0.

Each line ends with the natural charge from an NBO analysis.
CARTESIAN COORDINATES (ANGSTROEM)
C 0.912 0.897 -0.037  -0.53
C -0.245 1.321 0.675  0.14
C 0.154 0.228 -1.230  -0.44
C -1.119 0.169 0.843  -0.57
C -0.214 -0.978 -0.389  -0.45
O 1.357 -1.392 1.749  -0.93
S 1.424 -0.952 0.376  1.28
H 1.738 1.627 -0.146  0.24
H -0.700 0.873 -1.439  0.24
H 0.770 -0.198 -2.062  0.24
H -1.117 -0.354 1.873  0.30
H -2.114 0.479 0.632  0.24
H -0.847 -1.718 -0.845  0.24



Results for energy above the lowest of the compared OMol25 structures with the same formula, charge and spin: 5.0757; 3.6257; 4.4873; 6.3200; 5.5564; 1.5434; 3.4282; 5.9975 (in eV, following the order of the records).
Results for gap between HOMO and LUMO: 0.3494; 0.3713; 0.3508; 0.4005; 0.3348; 0.3227; 0.3467; 0.2898 (in Ha, following the order of the records).
Results for largest force on an atom: 3.7; 6.2; 4.8; 9.9; 5.3; 0.9; 2.5; 4.2 (in eV/Å, following the order of the records).